Entry from the OMol25 dataset: 11 unconnected molecules or ions with the total composition C13H27Cl20NO3P (ωB97M-V with the def2-TZVPD basis set).

Summary:
- HOMO-LUMO gap: 6.150 eV
- Total charge: -1
- Total energy: -10337.229102 Eh
- Molecular weight: 985.40 g mol⁻¹
- Lowest unoccupied orbital energy: 0.0697 hartree
- 2S+1: 1
- Largest force on an atom: 0.93 eV/Å

CARTESIAN COORDINATES (ANGSTROEM)
O (0.007, 1.499, 1.825)
H (2.955, 0.882, -5.502)
Cl (7.858, -0.150, -8.753)
C (0.005, 1.451, -2.538)
H (-5.610, -4.547, 5.387)
Cl (2.529, 0.352, 8.010)
C (0.859, -0.285, -7.553)
C (-2.881, -0.740, -0.724)
H (-0.447, 0.270, 3.784)
Cl (-0.851, 2.090, 7.561)
C (-2.640, -1.360, 2.294)
Cl (2.502, 0.242, 3.466)
Cl (-1.904, 2.558, 4.290)
Cl (4.067, -1.114, -4.979)
Cl (1.261, -1.991, -7.793)
C (-3.341, 3.561, 4.340)
C (7.619, -0.857, -7.148)
C (-3.590, -1.875, 1.180)
H (-2.327, -1.674, -0.946)
H (3.388, 0.786, -3.765)
H (3.418, -0.359, 5.959)
H (2.417, 1.840, 1.793)
C (3.717, 0.611, -4.782)
Cl (-1.689, 4.908, 7.708)
Cl (4.754, 1.509, 2.055)
H (7.157, -0.115, -6.509)
H (-0.694, 0.776, -2.059)
Cl (1.564, 1.375, -1.709)
H (-0.360, 2.469, -2.500)
Cl (5.143, 1.612, -5.104)
H (-3.301, 4.260, 3.512)
C (3.264, -0.834, 6.920)
C (-2.659, -1.905, -8.688)
Cl (-4.845, 2.625, 4.191)
Cl (-3.634, -3.837, 4.341)
H (-4.572, -2.137, 1.570)
Cl (-1.974, -1.456, -7.128)
H (-1.584, 3.309, 9.422)
Cl (9.146, -1.363, -6.411)
Cl (0.156, 0.981, -4.254)
H (-5.667, -4.747, 3.614)
C (-5.375, -4.097, 4.430)
O (-3.854, -0.904, 0.164)
H (-3.224, -1.327, 3.225)
H (0.034, 3.818, 8.869)
H (4.199, -1.164, 7.357)
H (-1.866, -2.142, 2.428)
C (-0.964, 3.530, 8.561)
H (-3.373, 4.084, 5.290)
H (0.217, -0.850, 1.973)
Cl (2.239, 0.771, -7.914)
C (3.080, 1.678, 2.638)
H (-3.683, -2.222, -8.538)
O (-2.628, 0.297, -1.265)
H (0.052, -0.022, -8.222)
P (-0.624, 0.244, 2.361)
Cl (-2.652, -0.554, -9.834)
Cl (2.232, -2.248, 6.678)
H (3.046, 2.513, 3.326)
Cl (-6.289, -2.588, 4.288)
H (-2.058, -2.704, -9.105)
H (-3.176, -2.787, 0.729)
H (0.581, -0.138, -6.517)
H (6.982, -1.727, -7.249)
N (-2.117, -0.074, 1.951)

---

Entry from the OMol25 dataset: 6 unconnected molecules or ions with the total composition C30H75F2N6O14S2 in a non-equilibrium geometry (ωB97M-V with the def2-TZVPD basis set).

Summary:
- HOMO-LUMO gap: 8.703 eV
- Total charge: -1
- Energy above the lowest of the compared OMol25 structures with the same formula, charge and spin: 0.000 eV
- Total energy: -3565.774274 Eh
- Molecular weight: 846.09 g mol⁻¹
- Lowest unoccupied orbital energy: 0.0839 hartree
- 2S+1: 1
- Largest force on an atom: 4.77 eV/Å

CARTESIAN COORDINATES (ANGSTROEM)
C (-17.102, 33.710, 3.002)
H (-18.185, 31.137, 3.138)
H (-16.963, 28.610, 11.453)
H (-18.591, 27.085, 4.196)
C (-24.131, 20.301, 13.375)
H (-15.785, 27.375, 11.044)
C (-18.417, 33.171, 3.537)
H (-22.845, 23.789, 4.909)
O (-20.057, 20.688, 6.427)
N (-18.656, 22.700, 6.857)
H (-21.412, 20.192, -1.205)
C (-25.424, 19.885, 14.042)
H (-23.780, 25.475, 6.309)
H (-18.277, 25.119, 11.695)
O (-23.979, 19.335, 1.373)
H (-24.206, 21.311, 12.957)
H (-14.134, 25.697, 4.838)
H (-16.427, 26.641, 8.872)
H (-24.336, 20.391, 4.608)
O (-17.862, 26.940, 10.909)
H (-25.853, 26.694, 6.406)
C (-22.759, 19.723, 11.428)
H (-22.362, 18.807, 10.981)
H (-25.431, 20.397, 15.017)
C (-23.907, 23.688, 5.149)
N (-18.454, 31.767, 3.885)
H (-25.552, 18.774, 0.127)
H (-25.962, 23.684, 6.498)
H (-20.760, 22.590, -0.984)
S (-19.485, 23.749, 5.884)
O (-19.173, 29.077, 3.975)
C (-15.218, 25.620, 5.004)
H (-20.449, 31.263, 3.352)
H (-16.647, 35.274, 0.834)
O (-19.618, 25.067, 6.437)
C (-16.301, 34.235, 0.795)
H (-24.834, 17.676, 2.155)
H (-27.708, 20.295, 14.968)
C (-24.517, 18.667, 2.511)
H (-20.260, 22.433, 2.340)
H (-20.209, 27.285, 3.669)
C (-26.238, 25.690, 6.254)
N (-23.826, 19.286, 12.337)
O (-24.358, 20.395, 9.669)
H (-16.765, 27.229, 12.593)
H (-19.131, 25.441, 9.140)
H (-25.681, 20.416, 0.743)
C (-19.461, 27.730, 4.333)
C (-24.964, 19.655, 0.409)
H (-23.522, 21.713, 0.105)
C (-24.161, 24.456, 6.450)
F (-18.375, 23.919, 4.755)
C (-16.698, 25.991, 8.030)
S (-19.738, 21.753, 7.348)
H (-20.281, 32.113, 4.900)
C (-27.777, 20.003, 13.912)
H (-22.892, 21.187, 4.319)
H (-15.026, 26.822, 7.073)
H (-23.743, 19.334, -1.342)
H (-23.828, 20.965, 7.712)
H (-25.461, 19.153, 2.777)
H (-14.512, 25.356, 7.939)
H (-16.221, 33.136, 3.291)
O (-20.855, 22.363, 8.013)
C (-19.812, 31.383, 4.240)
H (-28.044, 25.607, 7.524)
H (-21.950, 22.993, 2.886)
H (-25.551, 20.931, 8.115)
O (-26.544, 20.350, 13.307)
H (-19.784, 27.668, 5.371)
H (-16.660, 25.253, 11.026)
C (-16.738, 27.546, 11.549)
H (-18.638, 33.705, 4.472)
O (-28.215, 24.380, 5.955)
H (-26.189, 25.472, 5.168)
N (-25.565, 24.555, 6.835)
C (-23.958, 21.403, 4.452)
H (-20.810, 29.569, 5.030)
H (-24.524, 24.095, 4.340)
H (-19.201, 30.007, 5.792)
H (-24.618, 19.440, 11.700)
H (-30.182, 24.457, 5.396)
N (-23.314, 21.273, -0.794)
F (-18.983, 21.122, 8.641)
H (-17.846, 24.459, 7.795)
C (-21.952, 20.830, -0.498)
H (-15.592, 25.029, 4.169)
H (-18.784, 23.980, 9.775)
C (-27.758, 25.625, 6.467)
H (-24.432, 21.773, 3.535)
C (-17.706, 25.502, 10.839)
H (-15.608, 26.643, 4.953)
C (-21.061, 21.997, -0.117)
C (-29.554, 24.059, 6.212)
H (-24.486, 22.232, 8.669)
H (-21.925, 20.124, 12.015)
H (-22.417, 20.790, 9.546)
H (-16.329, 33.936, -0.250)
H (-17.055, 34.791, 3.145)
H (-29.647, 23.006, 5.928)
C (-19.813, 29.988, 4.887)
N (-17.180, 24.676, 8.547)
C (-23.160, 20.732, 10.351)
H (-27.952, 18.930, 13.826)
O (-15.552, 24.984, 6.212)
O (-21.629, 22.788, 0.881)
H (-28.538, 20.646, 13.479)
H (-29.964, 24.314, 7.187)
O (-24.131, 22.332, 5.483)
C (-24.257, 20.171, -0.855)
C (-18.259, 24.916, 9.553)
H (-21.433, 21.318, 2.381)
H (-23.253, 20.281, 14.027)
H (-21.997, 20.186, 0.391)
H (-23.215, 21.762, 10.727)
H (-19.277, 33.473, 2.921)
C (-15.322, 25.806, 7.366)
H (-17.489, 26.397, 7.401)
H (-25.125, 20.334, -1.511)
H (-15.264, 34.188, 1.137)
O (-20.560, 23.194, 5.113)
H (-23.528, 24.063, 7.249)
H (-28.190, 26.460, 5.907)
O (-17.190, 33.458, 1.576)
H (-25.522, 18.818, 14.251)
C (-24.560, 21.150, 8.505)
C (-21.353, 22.402, 2.209)
H (-20.138, 21.517, 0.245)
H (-23.822, 18.525, 3.331)

---

Entry from the OMol25 dataset: a molecular structure, C17H21Br3Cl12OSi in a non-equilibrium geometry (ωB97M-V with the def2-TZVPD basis set).

Summary:
- HOMO-LUMO gap: 7.832 eV
- Total energy: -14269.060731 Eh
- Molecular weight: 934.59 g mol⁻¹
- Lowest unoccupied orbital energy: -0.0051 hartree
- 2S+1: 1
- Largest force on an atom: 5.12 eV/Å

CARTESIAN COORDINATES (ANGSTROEM)
H (-1.516, 0.742, 3.423)
H (-0.430, 8.125, -3.342)
H (0.562, -4.320, 1.295)
Cl (-2.487, 2.204, 1.396)
H (2.481, -3.383, 0.075)
C (0.676, 0.780, -0.519)
O (-0.200, -3.873, -0.647)
C (-2.625, 3.971, 1.371)
H (0.729, 2.414, 3.134)
C (5.810, 2.475, 0.747)
Si (-1.503, -2.929, -1.332)
H (-2.056, -0.531, -2.128)
C (-3.187, -3.016, -0.418)
C (0.270, -3.361, 0.646)
C (-5.193, -4.068, 1.174)
Cl (4.652, 3.817, 0.733)
C (0.411, 1.751, 2.220)
H (-5.190, -4.832, 2.090)
H (-2.357, -0.805, 1.315)
Br (-4.442, -1.426, -0.658)
Br (-1.891, -3.855, -3.440)
H (-5.282, -2.994, 1.684)
Cl (-1.938, 4.627, -0.124)
Cl (5.122, 1.052, -0.054)
C (-1.111, -1.075, -1.658)
Cl (2.465, -2.918, -4.045)
H (-0.257, -1.003, -2.459)
C (-1.413, -0.145, 1.108)
H (4.443, -1.716, -3.601)
H (6.701, 2.783, 0.195)
H (2.136, 2.418, 0.663)
Cl (-2.727, 8.322, -2.852)
C (2.287, -1.766, 1.671)
Cl (2.969, -1.010, -1.903)
H (1.504, -1.466, 2.488)
C (1.181, 1.710, 0.755)
H (2.899, -0.825, 1.265)
H (-0.525, -2.782, 1.278)
Br (-2.620, -5.773, 0.700)
C (3.694, -2.215, -2.980)
H (1.600, -1.855, -0.590)
H (1.283, 0.820, -1.538)
C (-1.113, 7.619, -2.654)
Cl (-0.525, 7.866, -1.001)
C (-3.708, -4.120, 0.427)
Cl (6.288, 2.083, 2.407)
C (-0.667, -0.202, -0.348)
H (-6.085, -4.319, 0.458)
H (3.123, -2.479, 2.136)
H (-2.059, 4.372, 2.216)
Cl (-4.317, 4.465, 1.547)
Cl (-1.132, 5.894, -3.056)
C (1.673, -2.557, 0.373)
Cl (4.503, -3.482, -2.042)
C (-0.907, 0.792, 2.398)